Record 1
The following is a quantum chemistry calculation of a molecular structure, C30H43CuN7O6S2, from OMol25.

Each line ends with the Löwdin charge.
Geometry (Å):
Cu  -0.909  -0.073  -1.531  0.414
S  -0.567  1.252  0.291  0.777
S  6.552  1.178  -2.103  0.635
O  5.851  2.415  -1.838  -0.314
O  4.556  -2.618  -3.667  0.121
O  7.232  0.983  -3.356  -0.278
O  2.761  -3.815  -3.846  0.132
O  -2.129  -6.526  3.029  0.151
O  -0.468  -5.190  3.623  0.149
N  0.881  -0.467  -2.382  0.024
N  -3.105  1.349  1.154  0.034
N  -1.702  0.050  2.396  0.056
N  -2.250  -1.605  -1.244  0.054
N  3.012  -0.410  -2.934  0.074
N  3.358  -2.795  -3.596  -0.324
N  -2.248  0.476  -2.863  0.021
C  -1.681  -4.513  1.722  -0.112
C  -2.960  -4.312  1.216  0.007
C  1.242  -1.725  -2.807  -0.016
C  -0.760  0.553  5.196  -0.255
C  -1.384  -5.418  2.891  -0.476
C  -3.207  1.824  -4.566  0.002
C  -3.441  2.456  0.247  -0.195
C  7.656  0.839  -0.772  -0.302
C  5.301  -0.090  -1.995  -0.210
C  -2.107  -2.638  -0.268  -0.240
C  -3.123  3.828  0.823  -0.196
C  -1.890  0.845  1.356  -0.683
C  2.040  1.749  -2.138  0.022
C  -3.303  -0.360  -2.943  -0.220
C  -3.551  3.557  3.358  -0.103
C  4.351  0.166  -3.159  -0.125
C  -3.941  4.242  2.047  -0.239
C  -4.291  0.971  -4.651  0.006
C  1.970  0.300  -2.470  -0.292
C  2.549  -1.689  -3.139  -0.114
C  -3.182  -3.366  0.226  0.005
C  0.164  0.358  3.995  -0.184
C  8.876  1.753  -0.864  -0.099
C  -3.254  -1.506  -2.020  -0.012
C  -2.195  1.541  -3.659  -0.063
C  -0.427  -0.498  2.886  -0.200
C  -0.613  -3.781  1.219  0.011
C  -0.825  -2.847  0.222  -0.015
C  -4.342  -0.147  -3.822  0.032
C  -1.237  -0.751  5.826  -0.096
H  -5.005  4.088  1.846  0.114
H  -3.129  2.699  -5.195  0.129
H  -3.287  4.551  0.020  0.121
H  9.423  1.575  -1.787  0.084
H  0.007  -2.269  -0.165  0.098
H  -4.064  -2.231  -2.039  0.146
H  -5.089  1.165  -5.354  0.133
H  -0.639  -1.510  3.231  0.116
H  0.251  -0.573  2.039  0.082
H  -3.822  5.318  2.174  0.114
H  4.191  1.233  -3.290  0.112
H  -2.896  2.293  -0.683  0.073
H  -4.506  2.359  0.032  0.131
H  -1.803  -0.563  6.737  0.081
H  4.812  0.037  -1.028  0.115
H  7.928  -0.214  -0.852  0.111
H  2.797  1.950  -1.379  0.105
H  5.758  -1.075  -2.067  0.106
H  -3.951  4.101  4.213  0.083
H  -2.466  3.516  3.477  0.076
H  0.567  -2.562  -2.868  0.133
H  -3.810  -4.845  1.625  0.131
H  -3.941  2.539  3.447  0.052
H  2.295  2.341  -3.017  0.109
H  -1.325  2.179  -3.563  0.132
H  7.088  1.004  0.145  0.108
H  -2.054  3.870  1.058  0.106
H  -0.225  1.142  5.942  0.116
H  0.371  -3.938  1.639  0.137
H  -5.171  -0.840  -3.862  0.135
H  -4.194  -3.182  -0.108  0.116
H  1.088  -0.128  4.317  0.127
H  -2.694  -6.675  2.261  0.115
H  -3.784  1.169  1.880  0.139
H  9.536  1.550  -0.023  0.086
H  -2.481  -0.051  3.034  0.152
H  4.757  -0.235  -4.082  0.138
H  -1.889  -1.328  5.163  0.062
H  1.076  2.087  -1.761  0.035
H  -1.619  1.171  4.910  0.090
H  8.585  2.801  -0.825  0.085
H  0.447  1.330  3.580  0.113
H  -0.395  -1.393  6.088  0.087

Cartesian forces, eV/Å:
Cu 0.0 0.2 0.4
S 0.1 -0.2 0.0
S 0.0 0.3 -0.2
O 0.1 -0.1 -0.1
O 0.0 0.0 0.0
O -0.1 0.1 0.1
O 0.0 0.0 0.0
O -0.1 0.2 0.0
O -0.1 0.2 0.2
N 0.0 -0.1 -0.1
N 0.0 0.0 0.0
N 0.0 0.0 0.0
N 0.0 -0.1 0.2
N 0.0 0.1 0.1
N 0.0 0.0 0.1
N 0.1 -0.1 -0.4
C -0.1 0.1 0.1
C 0.0 0.0 0.0
C -0.2 0.2 0.0
C 0.0 0.0 0.0
C 0.4 -0.5 -0.3
C 0.0 0.1 0.0
C 0.0 -0.1 0.0
C 0.1 0.0 0.2
C -0.1 -0.2 0.0
C -0.1 0.2 -0.2
C 0.1 0.0 0.0
C 0.0 0.0 0.0
C 0.0 0.0 0.0
C 0.1 -0.1 0.1
C 0.0 0.0 0.0
C -0.1 -0.1 -0.1
C 0.0 0.0 0.0
C 0.0 0.0 0.0
C 0.0 0.1 0.0
C 0.2 -0.1 -0.1
C 0.0 0.0 0.1
C 0.1 0.0 0.0
C 0.0 0.0 0.0
C 0.0 0.1 -0.1
C 0.0 -0.1 0.1
C -0.1 -0.1 -0.1
C 0.0 0.0 0.0
C 0.1 -0.1 0.1
C 0.0 0.1 -0.1
C 0.0 0.0 0.0
H 0.0 0.0 0.0
H 0.0 0.0 0.0
H 0.0 0.0 0.0
H 0.0 0.0 0.0
H 0.0 0.0 0.0
H 0.0 0.0 0.0
H 0.0 0.0 0.0
H 0.0 0.0 0.0
H 0.0 0.0 0.0
H 0.0 0.0 0.0
H 0.1 0.0 0.0
H 0.0 0.0 0.0
H 0.0 0.0 0.0
H 0.0 0.0 0.0
H -0.1 0.0 0.0
H 0.0 0.0 0.0
H 0.0 0.0 0.0
H 0.0 0.0 0.0
H 0.0 0.0 0.0
H 0.0 0.0 0.0
H 0.0 0.0 0.0
H 0.0 0.0 0.0
H 0.0 0.0 0.0
H 0.0 0.0 0.0
H 0.0 0.0 0.0
H 0.0 0.0 0.0
H 0.0 0.0 0.0
H 0.0 0.0 0.0
H 0.0 0.0 0.0
H 0.0 0.0 0.0
H 0.0 0.0 0.0
H 0.0 0.0 0.0
H 0.0 0.0 0.1
H 0.0 0.0 0.0
H 0.0 0.0 0.0
H 0.0 0.0 0.0
H 0.0 0.0 0.0
H 0.0 0.0 0.0
H 0.0 0.0 0.0
H 0.0 0.0 0.0
H 0.0 0.0 0.0
H 0.0 0.0 0.0
H 0.0 0.0 0.0

Calculated values
E = -4440.016662 Eh
Lowest unoccupied orbital energy (spin up / spin down) = -6.947 / -8.090 eV
Net charge = +2
Frontier orbital gap (spin up / spin down) = 0.2807 / 0.2387 Ha
Spin multiplicity = 2
Relative energy (zero: lowest compared OMol25 entry of this formula, charge and spin) = 0.0 kJ/mol
HOMO level (spin up / spin down) = -14.58 / -14.58 eV

Record 2
The following is a quantum chemistry calculation of a single C2H4NO2P molecule, from OMol25.

Each line ends with the Löwdin charge.
Geometry (Å):
P  1.728  -0.559  0.113  0.726
O  -2.084  -0.679  -0.177  0.073
O  1.412  0.795  -0.592  -0.480
N  0.116  -1.201  0.019  -0.136
C  -0.497  1.085  -0.277  0.173
C  -0.925  -0.342  -0.158  -0.602
H  -0.737  1.624  -1.177  0.107
H  1.618  -0.188  1.491  -0.075
H  -0.112  -2.181  0.114  0.108
H  -0.520  1.646  0.645  0.107

Cartesian forces, eV/Å:
P 0.3 -1.3 0.8
O -0.7 0.3 -0.1
O -3.8 2.1 -0.3
N 0.1 -0.1 -0.2
C 3.5 -0.5 -0.5
C 0.5 -0.8 0.2
H -0.1 0.0 -0.1
H 0.1 0.0 0.1
H -0.1 0.1 0.0
H 0.1 0.1 0.1

Calculated values
E = -625.160748 Eh
Lowest unoccupied orbital energy (spin up / spin down) = -0.487 / -0.487 eV
Net charge = 0
Frontier orbital gap (spin up / spin down) = 0.3112 / 0.3112 Ha
Spin multiplicity = 1
Relative energy (zero: lowest compared OMol25 entry of this formula, charge and spin) = 185.1 kJ/mol
HOMO level (spin up / spin down) = -8.96 / -8.95 eV

Record 3
The following is a quantum chemistry calculation of a single H6Si3 molecule, from OMol25.

Each line ends with the Löwdin charge.
Geometry (Å):
Si  -0.758  0.144  -0.115  0.129
Si  1.889  -0.165  -0.197  0.447
Si  -3.151  -0.151  -0.141  0.434
H  2.872  0.904  -0.133  -0.153
H  -3.490  -0.743  1.208  -0.245
H  -1.278  1.021  1.249  -0.078
H  -0.566  0.975  -1.195  -0.236
H  2.573  -1.111  0.777  -0.137
H  1.908  -0.874  -1.453  -0.162

Cartesian forces, eV/Å:
Si 0.6 -0.9 3.3
Si -1.2 -1.4 1.5
Si 0.6 0.3 0.0
H -0.2 0.9 -0.3
H 0.4 -0.3 0.0
H 0.4 -0.6 -1.7
H -0.1 1.8 -1.9
H -0.7 0.2 -0.2
H 0.1 -0.1 -0.8

Calculated values
E = -871.882815 Eh
Lowest unoccupied orbital energy = -1.298 eV
Net charge = 0
Frontier orbital gap = 0.2585 Ha
Spin multiplicity = 1
Relative energy (zero: lowest compared OMol25 entry of this formula, charge and spin) = 162.3 kJ/mol
HOMO level = -8.33 eV

Question: Among the records above, which one has the highest relative energy (zero: lowest compared OMol25 entry of this formula, charge and spin)?
Answer: C2H4NO2P